The following is a DFT calculation (ωB97M-V with the def2-TZVPD basis set) of the molecule C2H4N4O in a non-equilibrium geometry.

energy above the lowest of the compared OMol25 structures with the same formula, charge and spin = 3.1023 eV
max |F| = 5.578 eV/Å
SMILES string = Cn1nn[nH]c1=O
electronic energy = -10144.0325 eV
HOMO-LUMO gap = 10.419 eV

```
11
Properties=species:S:1:pos:R:3:forces:R:3
C -0.902 1.331 -0.138 0.15 3.60 2.73
N 0.098 0.250 -0.171 -2.67 2.35 0.65
N 1.187 0.520 0.498 3.78 -0.12 0.55
N 1.910 -0.526 0.613 0.34 0.24 -0.11
N 1.178 -1.568 0.135 -4.25 1.18 -0.11
C -0.127 -1.056 -0.128 -2.24 -3.68 -3.55
O -1.167 -1.642 -0.536 2.80 1.01 1.57
H -1.982 1.075 -0.183 1.15 -0.56 -0.30
H -0.733 1.826 0.988 -0.68 -1.27 -2.90
H -0.698 2.279 -0.811 -0.06 -2.50 0.85
H 1.236 -2.491 -0.266 1.67 -0.24 0.63
```
Positions in Å, forces in eV/Å.

Atom charges from the natural (NBO) analysis, given in e for atoms 1 to 8:
1. C -0.45
2. N -0.26
3. N -0.03
4. N -0.01
5. N -0.47
6. C 0.70
7. O -0.64
8. H 0.25